[1]
This record from OMol25 describes an isolated molecule of C5H13NO in a non-equilibrium geometry. The level of theory is ωB97M-V/def2-TZVPD.

```
20
Properties=species:S:1:pos:R:3:forces:R:3
C -1.908928 1.416195 0.301444 -0.4 -1.0 0.2
C -0.883755 0.856514 -0.675409 -0.2 0.6 -1.1
C 0.484512 0.635329 -0.094111 0.7 -0.6 1.4
C 1.467752 0.122659 -1.154414 0.0 -0.3 0.5
N 0.319523 -0.225269 1.121117 0.8 -1.3 0.0
C 0.704470 -1.641859 0.914961 -1.1 0.3 0.4
O -0.011882 -2.243681 -0.137986 0.5 0.1 -0.5
H -2.505996 0.613166 0.717696 0.0 -0.4 0.2
H -2.675499 2.019775 -0.185440 0.5 0.6 0.1
H -1.408387 1.827189 1.180218 -0.2 0.6 -0.3
H -0.812581 1.533535 -1.539736 0.2 0.0 0.2
H -1.181776 -0.089665 -1.129716 -0.3 -0.1 0.2
H 0.887807 1.537818 0.369952 -0.2 0.4 -0.5
H 1.991548 0.972004 -1.543270 0.0 0.5 -0.9
H 0.911436 -0.466328 -1.873241 0.1 0.2 -0.5
H 2.273507 -0.537250 -0.826470 -0.2 0.1 0.5
H 1.026916 0.029782 1.811308 -0.4 0.5 0.0
H 1.781457 -1.701294 0.740349 -0.2 -0.5 -0.3
H 0.426821 -2.207749 1.809852 0.5 0.3 0.3
H -0.886948 -2.450867 0.192900 -0.2 0.0 0.0
```
Forces are in eV/Å.

The calculation puts the energy above the lowest of the compared OMol25 structures with the same formula, charge and spin at 1.4238 eV. The value obtained for the total energy is -328.26652 hartree. As for the charge: 0. The calculation puts the HOMO-LUMO gap at 10.04 eV. The LUMO energy comes out at 0.9 eV.

---

[2]
This record from OMol25 describes a cluster of 2 separate species, C5H13NO in total in a non-equilibrium geometry. The level of theory is ωB97M-V/def2-TZVPD.

```
20
Properties=species:S:1:pos:R:3:forces:R:3
C -0.270503 -1.797008 -2.284417 -0.3 0.1 -0.3
C -0.266312 -0.735251 -1.218284 -0.1 -0.2 0.4
C -0.188062 0.568035 -1.446981 -0.6 0.5 -0.1
C -0.228349 1.702335 -0.431373 1.3 -0.5 0.1
C 0.003751 1.235661 1.023040 -0.7 -0.2 -0.5
N 1.298108 0.589660 1.309841 -1.0 0.5 0.1
H -0.391823 -2.819886 -1.932340 0.0 0.1 0.4
H -1.132672 -1.609759 -2.931225 0.3 -0.1 -0.3
H 0.655532 -1.793545 -2.859535 -0.1 0.2 -0.2
H -0.425199 -1.081626 -0.201140 0.2 0.0 0.1
H -0.187617 0.921170 -2.478193 0.3 -0.1 0.0
H -1.141215 2.286540 -0.529685 -0.2 -0.1 0.1
H 0.595031 2.376810 -0.705704 -0.1 0.1 0.0
H -0.192221 2.056197 1.707788 0.1 0.0 0.2
H -0.765807 0.475302 1.178702 -0.1 0.1 0.4
H 2.024604 1.291146 1.367788 0.2 -0.1 -0.2
H 1.441585 0.007584 0.503901 0.7 -0.4 -0.2
O -0.151228 -1.589210 3.336175 0.2 -0.1 -0.2
H 0.255150 -0.861909 2.844693 0.2 0.1 0.0
H -0.932754 -1.222249 3.746957 -0.2 0.1 0.1
```
Forces are in eV/Å.

The calculation puts the energy above the lowest of the compared OMol25 structures with the same formula, charge and spin at 1.2498 eV. The value obtained for the total energy is -328.27292 hartree. As for the charge: 0. The calculation puts the HOMO-LUMO gap at 10.48 eV. The LUMO energy comes out at 1.0 eV.

---

[3]
This record from OMol25 describes an isolated molecule of C5H13NO in a non-equilibrium geometry. The level of theory is ωB97M-V/def2-TZVPD.

```
20
Properties=species:S:1:pos:R:3:forces:R:3
C 0.224817 1.971945 1.653339 1.2 1.2 -1.6
C 0.392316 1.270256 0.225769 0.5 -0.2 0.3
C -0.160782 -0.155472 0.250281 -1.4 -2.1 0.2
C -1.662746 -0.275684 0.778433 -0.7 -0.3 -2.9
N -0.193901 -0.990135 -0.991075 -2.2 1.1 -1.8
C 0.988987 -1.742451 -1.400842 0.3 3.6 -0.1
O 1.295105 -1.513863 -2.792031 -1.8 -1.2 0.9
H -0.488984 2.802925 1.612056 0.0 -0.4 0.3
H 0.004860 1.272753 2.440488 -0.3 -0.3 0.2
H 1.238813 2.420237 1.899266 -1.3 -0.4 -0.1
H 0.007250 1.767953 -0.734275 0.6 -0.1 1.7
H 1.496409 1.186108 0.258461 -0.5 0.0 -1.2
H 0.487764 -0.761821 0.958097 -0.8 0.7 -0.5
H -1.682411 -1.133713 1.363316 0.0 -1.5 1.5
H -1.957271 0.569445 1.358542 -0.5 0.6 0.3
H -2.546880 -0.636744 -0.013654 2.6 1.7 1.5
H -0.563592 -0.398539 -1.808547 0.8 -1.3 1.7
H 1.059791 -2.729872 -1.027154 -0.5 -1.4 -0.3
H 1.620310 -1.129731 -0.826592 2.7 -0.1 0.3
H 0.440144 -1.793590 -3.203869 1.2 0.3 -0.1
```
Forces are in eV/Å.

The calculation puts the energy above the lowest of the compared OMol25 structures with the same formula, charge and spin at 2.9991 eV. The value obtained for the total energy is -328.20863 hartree. As for the charge: 0. The calculation puts the HOMO-LUMO gap at 9.49 eV. The LUMO energy comes out at 1.0 eV.

---

[4]
This record from OMol25 describes a cluster of 2 separate species, C5H13NO in total in a non-equilibrium geometry. The level of theory is ωB97M-V/def2-TZVPD.

```
20
Properties=species:S:1:pos:R:3:forces:R:3
C 1.559997 -2.493815 0.430391 -0.3 -2.1 -0.5
C 0.193484 -1.948132 0.764638 1.2 0.8 -2.0
N -0.760768 -2.236797 -0.180777 -1.4 0.2 0.6
O 0.067719 -1.144962 1.658033 -0.9 -0.2 0.4
H 1.939549 -2.940922 1.344603 0.6 0.6 0.1
H 2.228581 -1.838752 -0.132375 -0.2 0.4 0.7
H 1.475484 -3.373965 -0.227495 -0.2 0.2 0.0
H -1.703004 -1.916377 -0.015213 0.1 0.3 0.3
H -0.728484 -2.834247 -0.988387 0.9 -0.2 0.3
C -0.261017 1.101661 -1.215880 0.7 0.5 -0.2
C 0.255286 1.918398 -0.014747 -2.5 -0.2 0.5
C -0.984168 2.642513 0.623739 1.7 0.4 -1.1
H -0.788329 0.194963 -0.956750 -0.3 0.0 0.3
H 0.589527 0.782855 -1.812379 0.1 -0.1 -0.3
H -0.909582 1.714418 -1.864132 0.2 -0.2 0.2
H 0.558864 1.259646 0.803353 1.0 0.1 -0.5
H 0.948813 2.674015 -0.348540 0.6 -0.1 0.1
H -1.506950 3.071467 -0.228825 -0.6 0.0 0.2
H -1.542581 1.870661 1.133528 -0.5 0.3 0.4
H -0.632427 3.497378 1.227210 -0.5 -0.6 0.3
```
Forces are in eV/Å.

The calculation puts the energy above the lowest of the compared OMol25 structures with the same formula, charge and spin at 0.6018 eV. The value obtained for the total energy is -328.29673 hartree. As for the charge: 0. The calculation puts the HOMO-LUMO gap at 10.85 eV. The LUMO energy comes out at 0.8 eV.

---

[5]
This record from OMol25 describes an isolated molecule of C5H13NO in a non-equilibrium geometry. The level of theory is ωB97M-V/def2-TZVPD.

```
20
Properties=species:S:1:pos:R:3:forces:R:3
C 1.281612 0.248456 -1.222381 -0.1 -0.2 0.0
C 0.752851 -0.461953 0.022991 -1.5 0.9 -0.7
C 1.559877 -0.001623 1.234937 -0.5 -0.2 0.0
C -0.955803 -0.160740 0.228341 2.6 -0.7 -2.2
C -1.700294 -0.371989 -1.086576 0.2 0.0 0.3
N -1.131175 1.132481 0.774013 0.5 0.2 0.6
O -1.360930 -1.147149 1.113141 2.4 0.3 2.1
H 0.795221 -0.088470 -2.135764 -0.2 0.0 0.0
H 1.151850 1.327858 -1.132880 0.0 0.1 0.0
H 2.345605 0.047486 -1.360782 0.1 0.1 0.1
H 0.901569 -1.540879 -0.121351 -0.4 0.1 0.1
H 1.344780 -0.619501 2.106945 0.0 0.0 0.3
H 2.632052 -0.097366 1.056784 0.0 0.0 -0.1
H 1.324390 1.035761 1.474394 0.1 0.0 0.0
H -1.420271 -1.327130 -1.520372 0.0 -0.1 -0.1
H -1.495956 0.425926 -1.796753 0.0 0.0 0.0
H -2.769818 -0.383528 -0.874667 0.0 0.0 0.0
H -0.895191 1.886854 0.145071 -0.6 0.1 0.4
H -1.877788 1.200343 1.453167 0.0 0.4 -0.5
H -0.482580 -1.104837 1.641742 -2.6 -1.0 -0.2
```
Forces are in eV/Å.

The calculation puts the energy above the lowest of the compared OMol25 structures with the same formula, charge and spin at 1.1390 eV. The value obtained for the total energy is -328.27699 hartree. As for the charge: 0. The calculation puts the HOMO-LUMO gap at 9.80 eV. The LUMO energy comes out at 1.0 eV.

---

[6]
This record from OMol25 describes a cluster of 2 separate species, C5H13NO in total in a non-equilibrium geometry. The level of theory is ωB97M-V/def2-TZVPD.

```
20
Properties=species:S:1:pos:R:3:forces:R:3
C -2.461098 -0.608494 -0.739447 0.6 0.6 -0.1
C -1.090396 -0.835919 -0.177584 0.3 -0.3 -0.3
C -0.122556 0.039113 0.098840 -0.8 0.1 1.1
C -0.301280 1.513718 -0.021630 -0.4 0.8 0.1
N 1.059371 -0.372776 0.755618 0.5 0.1 -0.8
C 1.418932 0.291044 1.991868 -0.1 0.1 0.2
H -3.185924 -1.022616 -0.038698 -0.2 0.1 -0.2
H -2.632146 0.456593 -0.900076 -0.3 -0.1 0.3
H -2.590833 -1.040453 -1.724524 -0.1 -0.5 -0.1
H -0.836167 -1.868324 0.031659 -0.1 -0.2 0.1
H 0.443357 2.021106 -0.627955 0.3 -0.1 -0.1
H -0.302597 2.024829 0.947974 0.2 -0.2 0.0
H -1.267931 1.791686 -0.436751 0.0 -0.3 -0.2
H 1.096633 -1.378736 0.848341 -0.1 0.1 0.0
H 1.621611 1.353419 1.850790 0.1 -0.1 -0.2
H 0.634425 0.225862 2.754144 -0.1 -0.1 0.1
H 2.319899 -0.174342 2.380209 0.1 0.0 0.1
O 1.718810 -0.836662 -2.441791 -0.5 0.0 -0.2
H 2.050769 -0.146110 -1.856158 0.2 -0.4 0.0
H 2.427123 -1.432938 -2.694828 0.2 0.3 0.2
```
Forces are in eV/Å.

The calculation puts the energy above the lowest of the compared OMol25 structures with the same formula, charge and spin at 1.3834 eV. The value obtained for the total energy is -328.26801 hartree. As for the charge: 0. The calculation puts the HOMO-LUMO gap at 8.68 eV. The LUMO energy comes out at 0.9 eV.

---

[7]
This record from OMol25 describes a cluster of 2 separate species, C5H13NO in total in a non-equilibrium geometry. The level of theory is ωB97M-V/def2-TZVPD.

```
20
Properties=species:S:1:pos:R:3:forces:R:3
N 0.441185 0.123695 -0.644273 1.9 -2.4 0.6
C 1.449278 0.057448 0.432659 0.3 -0.8 2.1
C 1.197091 -1.350002 1.213723 -2.0 0.6 -1.1
C -0.188508 -1.844138 0.494278 2.8 -1.3 -1.1
C -0.744690 -0.668481 -0.490172 1.2 -0.5 3.0
C -1.671347 0.081577 0.396973 -3.7 -2.1 3.0
H 1.065486 -0.105715 -1.369751 0.0 0.3 -2.8
H 2.518007 0.061409 0.037226 -1.7 0.7 0.3
H 1.189464 0.842126 1.166985 0.7 -0.1 -0.4
H 0.966253 -1.105287 2.308846 0.8 -0.7 -1.6
H 1.965348 -2.148151 1.018940 -0.5 1.3 0.5
H -0.847779 -2.002836 1.257700 -2.2 0.1 1.8
H -0.087028 -2.925139 0.122385 0.1 1.9 -0.5
H -1.251205 -1.077042 -1.324273 0.3 0.1 -1.4
H -1.970097 1.103598 0.240398 0.1 0.3 -0.7
H -1.487608 -0.074180 1.499853 0.7 0.7 -1.1
H -2.610141 -0.612219 0.422217 1.1 1.6 -0.5
H -0.476032 2.969800 -2.148052 -0.6 0.0 -2.8
H 0.079753 2.202904 -1.000327 0.2 -0.1 0.1
O -0.299209 3.043305 -1.250875 0.4 0.2 2.6
```
Forces are in eV/Å.

The calculation puts the energy above the lowest of the compared OMol25 structures with the same formula, charge and spin at 3.0330 eV. Its multiplicity is 2. The value obtained for the total energy is -327.90384 hartree. As for the charge: +1. The expectation value of S² is 0.754. The calculation puts the HOMO-LUMO gap (alpha / beta) at 11.99 / 6.67 eV. The LUMO energy (alpha / beta) comes out at -3.3 / -8.6 eV.

---

[8]
This record from OMol25 describes a cluster of 2 separate species, C5H13NO in total in a non-equilibrium geometry. The level of theory is ωB97M-V/def2-TZVPD.

```
20
Properties=species:S:1:pos:R:3:forces:R:3
C -0.567156 2.001549 1.169427 -0.9 -1.2 -0.3
C -1.008477 1.758782 -0.288972 0.7 0.4 -0.5
C -0.716341 0.421488 -0.955094 -0.9 2.5 -1.5
C -0.488064 -0.661862 -0.177408 0.2 -2.9 0.9
N -0.008185 -1.890544 -0.566143 -0.8 3.3 1.0
C -0.725846 0.363430 -2.465497 1.9 -0.7 0.6
H -0.820790 1.112183 1.737429 -0.2 0.2 0.6
H 0.483873 2.124002 1.301675 0.9 0.1 -0.4
H -1.018372 2.864969 1.636493 -0.4 0.1 -0.2
H -2.077776 1.981554 -0.484770 0.3 -0.2 0.3
H -0.485745 2.495843 -0.913577 -0.2 0.0 -0.1
H -0.763523 -0.584745 0.866711 0.6 -0.1 0.2
H 0.112322 -1.968927 -1.568017 0.8 -0.7 0.2
H 0.604100 -2.211535 0.185220 -0.1 -1.2 -0.8
H -0.433462 1.289123 -2.967658 -0.9 0.1 0.3
H -1.604433 -0.145620 -2.833339 -0.5 0.3 -0.2
H 0.119502 -0.282180 -2.779280 -0.3 -0.1 0.1
H 3.642042 -2.982756 2.359366 -0.2 0.6 1.1
H 2.826574 -2.540587 3.745351 0.9 0.1 -0.6
O 2.929757 -3.144168 2.998085 -0.7 -0.6 -0.5
```
Forces are in eV/Å.

The calculation puts the energy above the lowest of the compared OMol25 structures with the same formula, charge and spin at 0.8032 eV. Its multiplicity is 2. The value obtained for the total energy is -327.98578 hartree. As for the charge: +1. The expectation value of S² is 0.758. The calculation puts the HOMO-LUMO gap (alpha / beta) at 10.91 / 7.09 eV. The LUMO energy (alpha / beta) comes out at -3.3 / -7.1 eV.

---

[9]
This record from OMol25 describes a cluster of 2 separate species, C5H13NO in total in a non-equilibrium geometry. The level of theory is ωB97M-V/def2-TZVPD.

```
20
Properties=species:S:1:pos:R:3:forces:R:3
C -1.954066 -0.737268 -0.342476 -0.5 1.0 -2.1
N -0.564927 -0.245327 -0.224658 -1.5 -3.7 3.7
C 0.424413 -1.249572 -0.621676 1.5 1.0 0.0
C 1.449162 -1.407219 0.533766 -0.6 0.8 0.1
C 1.058877 -0.351840 1.572810 0.3 -0.2 2.4
C -0.345593 0.123462 1.289339 0.5 0.8 -2.0
H -2.166461 -1.229695 -1.294204 0.5 0.1 -0.2
H -2.633621 0.116642 -0.339423 -0.1 -0.1 0.7
H -2.157714 -1.503276 0.403543 0.1 0.3 0.4
H -0.061245 -2.193297 -0.856000 -0.2 0.2 -0.5
H 0.962285 -0.812925 -1.470916 -0.2 -0.4 -0.4
H 2.474513 -1.213633 0.243906 0.0 -0.4 -0.4
H 1.347000 -2.386205 0.990551 0.2 -0.2 -0.3
H 1.821376 0.359490 1.889501 -0.1 0.5 -1.1
H 0.977871 -0.879251 2.537982 -0.1 0.0 -0.3
H -0.987549 -0.453916 1.956671 -0.7 -0.1 -0.8
H -0.708711 1.149883 1.306882 0.7 0.3 0.6
H 0.649146 3.684681 -2.205748 0.4 -0.7 0.3
H -0.245194 4.765343 -2.620631 0.0 0.4 -0.3
O 0.660441 4.463915 -2.749214 -0.4 0.2 0.0
```
Forces are in eV/Å.

The calculation puts the energy above the lowest of the compared OMol25 structures with the same formula, charge and spin at 1.8970 eV. Its multiplicity is 2. The value obtained for the total energy is -327.94559 hartree. As for the charge: +1. The expectation value of S² is 0.754. The calculation puts the HOMO-LUMO gap (alpha / beta) at 10.83 / 6.01 eV. The LUMO energy (alpha / beta) comes out at -3.2 / -8.0 eV.

---

[10]
This record from OMol25 describes a cluster of 2 separate species, C5H13NO2 in total in a non-equilibrium geometry. The level of theory is ωB97M-V/def2-TZVPD.

```
21
Properties=species:S:1:pos:R:3:forces:R:3
O 1.940687 0.914681 0.291495 0.1 0.0 0.5
C 1.943858 -0.329697 -0.075417 -0.3 -0.1 -0.6
C 0.963386 -0.849883 -1.092709 0.0 -0.1 0.3
C -0.322616 -1.421993 -0.440552 0.4 0.0 -0.6
C -1.093158 -0.422682 0.414539 -0.7 -0.5 0.5
C -1.486212 1.524836 -1.049770 0.1 0.2 0.4
N -2.060747 0.455175 -0.241235 0.1 0.2 -0.4
H 2.671143 -1.069618 0.264734 0.4 0.0 0.3
H 0.681892 -0.034005 -1.766235 0.1 0.0 -0.1
H 1.420179 -1.651633 -1.701757 -0.1 0.1 0.1
H -0.016396 -2.301253 0.143338 -0.1 0.3 0.2
H -1.000117 -1.820065 -1.217668 -0.1 0.1 0.0
H -1.688991 -1.014441 1.119919 0.0 0.1 0.1
H -0.434949 0.201329 1.015330 0.3 0.0 -0.1
H -2.278053 2.211470 -1.360459 0.0 -0.1 -0.1
H -0.796306 2.087796 -0.424044 0.1 0.1 0.1
H -0.893783 1.212096 -1.910160 -0.1 -0.1 -0.2
H -2.695036 -0.087266 -0.814246 0.0 -0.1 0.0
H 2.294885 0.693370 2.411859 -0.5 0.1 -0.4
H 0.992734 1.047567 3.151289 0.1 0.0 -0.3
O 1.857600 0.654216 3.281748 0.4 -0.1 0.5
```
Forces are in eV/Å.

The calculation puts the energy above the lowest of the compared OMol25 structures with the same formula, charge and spin at 1.1624 eV. Its multiplicity is 2. The value obtained for the total energy is -403.49917 hartree. As for the charge: -1. The expectation value of S² is 0.754. The calculation puts the HOMO-LUMO gap (alpha / beta) at 4.09 / 7.58 eV. The LUMO energy (alpha / beta) comes out at 4.0 / 3.9 eV.